No. 1
86
Properties=species:S:1:pos:R:3:forces:R:3 method="wB97M-V/def2-TZVPD" multiplicity=3 energy_ev=-64099.7705 total_charge=+1 homo_lumo_gap_ev="9.0 / 6.7"
Pd 0.4057 -1.2362 -0.1702 0.16 -0.58 -0.72
N -0.4216 -3.1049 -1.4340 -0.15 0.60 0.47
C 0.5754 -4.0810 -1.8782 0.31 -0.21 -0.32
C 1.6847 -3.4480 -2.7284 0.05 -0.04 0.54
C 2.8299 -2.8607 -1.9024 -0.03 -0.31 -0.27
N 2.4778 -1.5686 -1.3047 -0.45 0.53 0.34
H -1.0167 -3.5230 -0.7188 0.07 0.08 -0.19
H -1.0078 -2.8480 -2.2250 -0.01 0.10 0.25
H 0.0854 -4.8648 -2.4714 0.07 0.06 0.17
H 1.0138 -4.5415 -0.9913 -0.09 -0.01 -0.05
H 1.2628 -2.6661 -3.3630 -0.02 -0.02 -0.21
H 2.1103 -4.2201 -3.3709 -0.07 0.06 -0.07
H 3.7164 -2.7527 -2.5467 -0.15 -0.03 0.23
H 3.0742 -3.5476 -1.0875 0.06 0.05 -0.09
H 2.3986 -0.8675 -2.0437 0.11 -0.07 0.29
H 3.2208 -1.2750 -0.6711 -0.19 0.09 -0.22
C -4.3146 1.9148 -0.0290 0.21 0.23 -0.03
C -3.4509 3.0853 0.4290 -0.53 0.03 0.54
C -2.9303 2.8377 1.8447 -0.06 0.06 -0.31
C -4.2439 4.3915 0.3762 0.27 -0.30 -0.05
O -2.3301 3.2511 -0.4314 0.08 0.31 0.02
Si -1.4575 2.3098 -1.3796 0.39 -0.45 0.05
S -0.4777 0.8506 -0.1014 0.14 -0.51 0.04
O -0.3693 3.1898 -2.1532 -0.15 0.06 -0.28
C 0.8511 3.8464 -1.8519 0.61 0.25 -0.06
C 0.9412 5.0371 -2.8092 -0.08 -0.31 0.21
C 1.9851 2.8479 -2.1100 -0.27 0.18 0.06
C 0.8625 4.3209 -0.4030 -0.12 -0.13 -0.29
O -2.3749 1.5307 -2.4399 -0.35 0.14 0.12
C -2.1123 0.7473 -3.5918 -0.08 -0.44 -0.56
C -0.7623 1.1010 -4.2057 -0.28 0.04 0.12
C -3.2437 1.0553 -4.5717 0.23 -0.05 0.25
C -2.1138 -0.7229 -3.1643 0.10 0.37 0.15
H -5.2211 1.8664 0.5688 -0.08 -0.04 0.04
H -3.7646 0.9813 0.0799 0.00 -0.15 0.00
H -4.5735 2.0439 -1.0766 -0.13 -0.04 -0.07
H -3.7594 2.7853 2.5433 -0.12 -0.02 0.13
H -2.2656 3.6430 2.1455 0.09 0.12 0.05
H -2.3861 1.8979 1.8743 0.06 -0.14 0.04
H -5.1045 4.3268 1.0361 -0.12 0.04 0.05
H -4.5804 4.5808 -0.6389 -0.09 0.02 -0.12
H -3.6182 5.2223 0.6900 0.07 0.10 0.06
H 0.8698 4.6987 -3.8406 0.03 -0.05 -0.08
H 1.8810 5.5647 -2.6737 0.11 0.08 0.01
H 0.1165 5.7187 -2.6189 -0.06 0.12 0.03
H 1.9824 2.5455 -3.1555 0.02 -0.02 -0.09
H 1.8350 1.9668 -1.4843 0.04 -0.04 0.04
H 2.9468 3.2928 -1.8716 0.15 0.06 0.02
H -0.0449 4.8848 -0.2072 -0.07 0.15 0.09
H 1.7285 4.9496 -0.2201 0.11 0.07 0.07
H 0.8915 3.4661 0.2684 0.03 -0.08 0.17
H -0.7040 2.1757 -4.3435 0.11 0.07 -0.14
H -0.6436 0.6025 -5.1630 0.03 -0.10 -0.11
H 0.0374 0.7931 -3.5342 0.19 0.01 0.03
H -3.2351 2.1176 -4.7991 0.00 0.11 -0.10
H -4.2058 0.8137 -4.1270 -0.08 -0.06 0.05
H -3.1223 0.4912 -5.4917 -0.01 -0.08 -0.13
H -1.3531 -0.8435 -2.3826 -0.18 0.00 -0.19
H -1.8812 -1.3639 -4.0120 0.02 -0.10 -0.12
H -3.0846 -0.9994 -2.7592 -0.10 -0.05 0.05
C 3.0660 -2.6510 5.2890 0.05 0.26 0.48
N 2.6619 -3.2320 4.0404 0.16 -0.38 -0.34
N 1.6672 -2.7031 3.2515 0.02 -0.17 -0.55
C 1.6397 -3.3629 2.0316 0.65 -0.21 0.90
O 0.8107 -3.1264 1.1389 -0.54 0.40 -0.84
C 2.6786 -4.3280 2.1157 -0.05 0.21 -0.10
C 3.2826 -4.2037 3.3385 -0.39 0.10 -0.08
C 4.4137 -4.9904 3.8820 0.06 0.11 0.11
C 0.7771 -1.6936 3.6687 -0.23 0.48 0.11
C 0.6173 -0.5686 2.8630 0.35 -0.01 0.11
C -0.2469 0.4365 3.2645 0.05 -0.01 -0.10
C -0.9503 0.3230 4.4514 0.03 0.01 0.04
C -0.7814 -0.7933 5.2533 -0.02 -0.01 0.01
C 0.0669 -1.8108 4.8589 0.15 -0.09 -0.16
H 2.9218 -1.5699 5.2675 0.06 -0.09 -0.04
H 4.1216 -2.8636 5.4444 -0.03 0.04 -0.03
H 2.5012 -3.0604 6.1280 0.00 0.03 -0.01
H 2.9402 -5.0241 1.3475 0.03 -0.21 -0.15
H 4.5451 -5.8826 3.2799 0.05 -0.07 -0.02
H 4.2210 -5.2825 4.9095 0.04 -0.10 0.13
H 5.3402 -4.4181 3.8546 0.07 0.03 0.03
H 1.2169 -0.4545 1.9488 -0.18 -0.02 0.53
H -0.3571 1.3155 2.6480 -0.02 0.02 -0.05
H -1.6265 1.1057 4.7556 -0.05 0.13 0.04
H -1.3103 -0.8782 6.1895 -0.11 -0.02 0.06
H 0.1777 -2.6933 5.4690 0.02 -0.13 0.06

---

No. 2
6
Properties=species:S:1:pos:R:3:forces:R:3 method="wB97M-V/def2-TZVPD" energy_ev=-74080.9884 total_charge=+1 smiles=[NH+]#CNBr homo_lumo_gap_ev=9.3
C -0.1411 -0.0384 0.3074 0.74 -3.18 3.24
N 0.3212 -0.1453 -0.8421 -1.40 2.69 -0.66
N -0.6622 -0.0432 1.3634 -0.21 2.03 1.07
Br 1.2748 -1.2308 -2.0315 -0.35 0.47 0.67
H -0.1796 0.7984 -0.9541 1.21 -0.51 -3.30
H -0.6131 0.6592 2.1569 0.01 -1.51 -1.02

---

No. 3
53
Properties=species:S:1:pos:R:3:forces:R:3 method="wB97M-V/def2-TZVPD" energy_ev=-60911.8669 homo_lumo_gap_ev=2.2
Ca 9.2908 -7.2291 -23.2708 0.43 0.09 -0.29
C 15.5745 -3.8164 -21.2912 -1.07 -0.39 -0.24
C 14.0214 -4.1759 -21.3612 -0.06 0.73 -2.12
O 13.4028 -4.0931 -22.6643 1.07 -0.74 2.02
H 15.8010 -2.9106 -21.8536 -0.13 0.08 0.18
H 16.2255 -4.6030 -21.6729 -0.33 -0.18 -0.34
H 15.8779 -3.7239 -20.2484 -0.18 0.34 0.14
H 13.4163 -3.5460 -20.7091 0.27 0.38 0.43
H 13.9348 -5.1735 -20.9306 -0.08 -0.55 -0.11
N 10.3781 -10.4898 -28.2809 2.15 0.84 -1.54
O 10.4927 -9.8897 -29.3710 -0.80 0.24 -0.23
O 11.0358 -11.5093 -28.1157 0.19 -1.66 0.53
O 9.7599 -9.9824 -27.3532 -1.62 0.80 1.63
C 3.0694 -9.3874 -23.1298 0.46 0.06 1.84
O 4.2048 -9.1383 -22.9175 4.73 0.58 0.00
N 2.3288 -8.7427 -23.9577 -1.60 2.78 -3.86
N 2.3611 -10.1733 -22.3930 -3.30 -3.55 2.59
H 1.3377 -8.9163 -24.0448 0.51 0.46 -0.55
H 2.8844 -8.0789 -24.4780 -0.94 0.17 -0.40
H 1.3717 -10.0862 -22.5765 0.16 -0.86 0.73
H 2.6936 -10.8034 -21.6771 0.09 0.42 -0.35
C 12.5324 -12.6199 -21.6571 0.99 0.76 -0.52
O 12.3295 -11.4605 -21.8169 -1.28 3.60 -1.84
N 12.5000 -13.0960 -20.4656 -0.76 -1.90 5.86
N 12.9438 -13.5134 -22.5104 0.77 -1.91 -3.24
H 13.1218 -13.8368 -20.1746 -0.33 0.21 0.13
H 12.1767 -12.4120 -19.7965 0.41 -0.40 0.26
H 12.9007 -13.2657 -23.4887 0.11 -0.39 0.07
H 12.8757 -14.4722 -22.2006 0.00 0.15 -0.74
C 6.0823 -2.0931 -19.7183 -0.44 -1.68 -4.01
O 6.6240 -2.8559 -20.4915 0.91 -0.95 -0.56
N 4.9820 -1.4607 -19.9959 -4.23 1.60 -2.10
N 6.4609 -1.7477 -18.5738 4.08 0.97 7.17
H 4.5621 -0.8704 -19.2921 -0.31 -0.16 -0.72
H 4.4935 -1.7398 -20.8347 -0.13 0.32 0.33
H 7.3675 -2.0561 -18.2524 -0.25 0.05 0.09
H 5.9045 -1.1898 -17.9420 0.39 -0.22 -0.24
C 6.7126 -2.7272 -26.7394 -0.43 -1.50 -0.44
O 6.7243 -3.8494 -26.3476 0.09 -3.41 1.49
N 5.6716 -2.1478 -27.2566 -3.68 2.90 -1.59
N 7.7660 -1.9777 -26.7765 5.38 2.96 0.42
H 4.7776 -2.5702 -27.4630 0.51 -0.23 0.44
H 5.7070 -1.1388 -27.2300 -0.46 -0.20 -0.36
H 8.6573 -2.3363 -26.4650 -0.47 -0.41 0.23
H 7.9431 -1.1458 -27.3211 -0.86 -0.19 -0.09
C 7.7598 -7.8972 -16.5726 -1.40 0.49 -0.99
O 8.2004 -7.8121 -17.6963 0.36 0.14 -1.03
N 6.4795 -7.7137 -16.2389 -2.78 0.52 -0.66
N 8.4566 -8.1867 -15.5193 4.21 -0.98 3.25
H 5.8677 -7.4269 -16.9896 -0.01 -0.09 0.31
H 6.1597 -7.6080 -15.2867 0.16 0.01 -0.40
H 9.4593 -8.1152 -15.6173 -0.15 -0.24 -0.05
H 8.1495 -8.3053 -14.5645 -0.36 0.16 -0.52

---

No. 4
47
Properties=species:S:1:pos:R:3:forces:R:3 method="wB97M-V/def2-TZVPD" energy_ev=-65714.1989 homo_lumo_gap_ev=2.2
C -0.3725 4.8047 0.4245 0.06 0.36 -0.23
C -1.3651 3.9641 -0.3952 -0.17 -0.19 -0.09
C -0.5582 2.8237 -1.0337 -0.53 -0.05 -0.34
N 0.8255 2.9604 -0.5146 1.45 -0.88 -0.63
C 1.7959 2.1229 -0.8449 -1.30 -0.39 0.68
C 1.5066 0.9544 -1.7645 0.59 0.16 -1.07
C 2.8664 0.3115 -2.1036 0.18 0.39 -0.19
C 3.7329 0.8026 -0.9886 -0.32 0.16 0.56
C 3.0937 1.8351 -0.2534 0.48 -0.05 0.14
C 3.6293 2.2174 0.9814 0.34 -0.01 0.15
C 4.8635 1.6922 1.3769 -0.06 0.03 -0.05
C 5.5481 0.7532 0.5902 -0.61 0.15 -0.48
C 4.9271 0.2502 -0.5618 0.25 0.22 0.03
C 0.9531 4.0347 0.4742 0.05 0.26 0.72
H -0.2061 5.7568 -0.0870 -0.04 -0.07 0.18
H -0.7471 5.0246 1.4269 0.11 -0.05 -0.17
H -2.1715 3.5457 0.2241 0.31 0.20 -0.20
H -1.8212 4.5669 -1.1889 0.00 -0.13 0.33
H -0.9764 1.8424 -0.7550 0.43 0.36 -0.07
H -0.5809 2.8871 -2.1348 0.27 -0.03 0.45
H 0.9432 1.1887 -2.6641 -0.17 0.14 0.11
H 2.8323 -0.7822 -2.1359 -0.21 0.25 -0.01
H 3.2451 0.6696 -3.0700 -0.16 -0.05 0.09
H 3.0504 2.8447 1.6546 0.41 0.06 -0.14
H 5.3016 1.9823 2.3274 -0.16 0.06 -0.13
H 6.5432 0.3992 0.8617 -0.40 0.02 0.14
H 5.3545 -0.5784 -1.1250 0.04 0.23 0.16
H 1.8116 4.6872 0.2544 -0.19 -0.38 -0.10
H 1.1207 3.6082 1.4741 -0.12 -0.06 -0.32
Cl 0.5954 -0.1390 -0.7633 -0.70 -1.03 0.55
C -1.8727 -3.6300 -1.3572 -0.09 -0.14 2.63
Cl -0.5903 -3.5178 -2.4715 0.63 0.05 -1.06
C -1.4233 -3.8584 0.0544 -0.85 0.63 -0.94
O -0.2610 -3.7361 0.4249 0.53 -0.34 -0.01
C -2.5427 -4.1550 1.0011 -0.31 0.31 -1.08
C -3.8485 -3.6968 0.6526 0.39 0.50 0.21
C -4.8929 -4.0639 1.5331 0.07 -0.29 -0.13
C -4.6389 -5.0104 2.5055 0.52 0.69 0.28
C -3.2970 -5.2821 2.8444 -0.07 0.35 -0.77
N -2.2815 -4.7968 2.1372 -0.11 -1.00 0.50
C -4.0017 -2.8851 -0.5218 0.63 -1.11 -0.48
Cl -5.2783 -1.7283 -0.5063 -0.76 0.26 -0.50
C -3.1018 -3.0234 -1.5940 -0.46 0.25 0.97
H -5.8860 -3.6452 1.4040 0.03 -0.24 -0.18
H -5.4234 -5.4579 3.0941 -0.22 0.11 0.10
H -3.0764 -5.9005 3.7110 0.14 0.09 -0.09
H -3.3244 -2.6432 -2.5972 0.05 0.17 0.50

---

No. 5
65
Properties=species:S:1:pos:R:3:forces:R:3 method="wB97M-V/def2-TZVPD" energy_ev=-30485.4399 smiles=COC[C@H](C)N.COCCNCCOC.CC(C)O.CC(C)O homo_lumo_gap_ev=9.3
C 4.0424 -0.0652 11.9980 1.51 -2.22 1.10
C 4.2240 1.3801 11.8713 -1.28 0.97 -1.20
C 5.5378 1.7953 11.1974 -0.53 0.86 0.64
O 3.1877 1.7021 10.9544 -1.70 -0.06 -1.24
H 3.8814 -0.5694 11.0451 -0.22 0.20 0.02
H 3.3514 -0.3968 12.7731 -0.49 0.25 -0.38
H 4.9991 -0.4316 12.3702 0.23 -0.44 0.06
H 3.9502 1.8185 12.8309 0.78 0.49 0.13
H 6.0022 2.5241 11.8617 0.80 -0.34 -0.10
H 5.2542 2.3631 10.3112 0.12 -0.14 -0.06
H 6.1537 0.9533 10.8814 0.16 0.16 0.37
H 2.7534 2.5579 10.9283 0.63 0.27 0.66
C 0.2159 -2.6989 5.7219 0.36 -0.14 0.03
C 1.5688 -2.4967 5.0317 -1.11 -1.20 0.60
C 1.5302 -2.9117 3.5681 0.29 0.58 0.15
O 2.0396 -1.2019 5.2451 0.34 1.00 -0.47
H 0.0215 -3.7677 5.8110 -0.21 -0.07 -0.16
H -0.6148 -2.2046 5.2181 0.04 0.11 0.13
H 0.3627 -2.3405 6.7408 -0.47 0.19 0.08
H 2.1974 -3.1504 5.6364 0.57 -0.51 -0.54
H 2.4528 -2.6121 3.0710 0.19 -0.43 0.04
H 0.7479 -2.4132 2.9959 -0.27 0.13 0.29
H 1.3389 -3.9835 3.5146 0.25 0.02 -0.14
H 2.3487 -1.1847 6.1539 0.02 0.32 0.00
C -4.3942 0.9485 -8.1315 -3.13 1.22 2.27
O -3.1552 0.5078 -8.0772 3.32 -0.99 -1.72
C -2.5594 0.3846 -9.3880 1.77 0.78 2.66
C -1.0711 0.1662 -8.9547 0.01 -2.69 -2.73
N -0.8745 -1.2837 -8.5720 0.42 1.44 1.26
C 0.3306 -1.4578 -7.6468 -2.76 -0.71 -1.42
C -0.0233 -2.7148 -6.8216 0.54 -0.23 1.61
O -1.2194 -2.5930 -5.9372 1.06 -0.06 -0.37
C -1.3909 -3.5128 -4.8150 0.12 0.26 -0.93
H -4.5318 1.3154 -7.1143 -0.95 -0.44 0.48
H -5.0772 0.1282 -8.3522 -0.64 0.31 -0.31
H -4.6086 1.8965 -8.6249 0.26 -0.13 -1.24
H -2.7118 1.3440 -9.8822 0.19 0.03 -0.31
H -3.0077 -0.4143 -9.9787 0.22 -0.26 0.06
H -0.6119 0.8805 -8.2714 -0.68 0.16 0.21
H -0.4751 0.1115 -9.8657 0.22 1.11 -0.29
H -1.7050 -1.5829 -8.0811 -0.03 0.03 0.49
H 0.5889 -0.5370 -7.1237 -0.35 -0.13 0.63
H 1.1470 -1.6193 -8.3507 0.36 -0.57 0.40
H 0.8453 -2.9751 -6.2167 0.07 0.10 0.42
H -0.1285 -3.5808 -7.4750 -0.46 0.15 -0.31
H -0.8067 -4.4308 -4.8789 0.16 0.00 -0.41
H -2.4433 -3.7946 -4.7820 -0.02 0.03 -0.25
H -1.1754 -3.0893 -3.8341 0.31 0.58 -0.18
C -3.4257 1.8497 0.3669 0.56 2.04 0.32
C -2.6808 2.7924 -0.5867 -0.31 -2.54 0.74
C -1.1802 2.3564 -0.6536 -0.51 0.02 -0.12
O -0.6842 3.2385 -1.5846 0.12 2.02 -0.88
C 0.6529 3.2686 -1.9266 0.56 -1.20 -1.27
N -3.3392 2.6112 -1.8875 1.34 1.00 -0.07
H -3.0180 2.1467 1.3331 -0.08 -0.98 0.49
H -3.2546 0.8218 0.0473 -0.21 -0.01 0.43
H -4.4679 2.1692 0.3739 -0.10 -0.54 -0.12
H -2.7532 3.8397 -0.2934 0.05 -0.07 0.05
H -1.0640 1.3388 -1.0265 -0.45 -0.52 -0.28
H -0.5650 2.3307 0.2459 -0.34 0.57 0.66
H 1.3576 3.5055 -1.1294 -0.12 0.13 0.14
H 0.8011 3.8734 -2.8211 -0.25 0.91 0.50
H 0.9103 2.3210 -2.3999 0.41 -0.76 0.54
H -2.6442 3.1055 -2.4284 -0.36 0.56 -1.21
H -3.1331 1.6683 -2.1851 -0.32 -0.63 0.07